# 1
Below is C6H10O as an isolated structure in a non-equilibrium geometry, with properties calculated with wB97M-V/def2-TZVPD.

The geometry in XYZ format:
```
17
Properties=species:S:1:pos:R:3
C 1.995 0.147 0.161
C 0.459 0.144 0.095
C -0.452 -1.144 0.086
C -0.689 -0.761 -1.322
C -1.863 -0.634 -0.428
C -0.105 1.234 1.000
O 0.157 0.360 -1.325
H 2.288 1.115 -0.277
H 2.477 -0.622 -0.452
H 2.407 0.122 1.178
H -1.111 0.957 1.311
H -0.196 -2.081 0.585
H -0.759 -1.443 -2.162
H -2.247 0.283 0.007
H -2.708 -1.203 -0.826
H -0.150 2.183 0.463
H 0.497 1.343 1.906
```

Its energy above the lowest of the compared OMol25 structures with the same formula, charge and spin is 2.269 eV. The energy is -8428.972 eV. The value obtained for the HOMO energy is -9.249 eV. For the HOMO-LUMO gap, the calculation gives 10.334 eV.


# 2
Below is C13H17ClCuIN4O as an isolated structure in a non-equilibrium geometry, with properties calculated with wB97M-V/def2-TZVPD.

The geometry in XYZ format:
```
38
Properties=species:S:1:pos:R:3
Cu 2.232 -12.490 1.830
N 6.558 -15.772 2.441
C 7.828 -15.327 1.964
C 7.937 -13.824 2.191
N 6.782 -13.064 1.633
C 6.459 -11.858 2.375
C 4.986 -11.474 2.346
N 4.083 -12.638 2.276
H 6.477 -16.747 2.591
H 5.796 -15.438 1.815
H 8.056 -15.518 0.901
H 8.642 -15.782 2.516
H 8.823 -13.401 1.744
H 8.036 -13.586 3.259
H 6.944 -12.783 0.707
H 7.035 -10.937 2.136
H 6.668 -12.014 3.430
H 4.634 -10.837 1.551
H 4.755 -10.946 3.300
H 4.162 -13.210 3.131
H 4.488 -13.287 1.539
Cl -4.102 -14.387 0.730
C -2.415 -14.329 1.020
C -1.778 -15.535 0.914
C -0.372 -15.530 0.855
I 0.794 -17.333 0.886
C 0.393 -14.409 1.035
O 1.693 -14.396 0.897
C -0.381 -13.151 1.322
N 0.335 -12.050 1.602
C -0.260 -10.858 1.761
C -1.618 -10.716 1.682
C -2.406 -11.837 1.432
C -1.784 -13.141 1.231
H -2.251 -16.534 0.833
H 0.435 -10.065 2.105
H -2.064 -9.781 1.936
H -3.461 -11.740 1.421
```

Its energy above the lowest of the compared OMol25 structures with the same formula, charge and spin is 1.370 eV. The spin multiplicity is 2. The energy is -87020.928 eV. The net charge is +1. The value obtained for the HOMO energy (spin up / spin down) is -11.370 / -11.370 eV. For the HOMO-LUMO gap (spin up / spin down), the calculation gives 7.319 / 5.428 eV. The expectation value of S² is 0.79.


# 3
Below is one molecule with the formula C8H13N3 in a non-equilibrium geometry, with properties calculated with wB97M-V/def2-TZVPD.

The geometry in XYZ format:
```
24
Properties=species:S:1:pos:R:3
C 2.918 0.890 -0.037
C 2.063 -0.333 -0.143
N 2.251 -1.571 -0.532
N 1.100 -2.283 -0.385
C 0.282 -1.492 0.160
N 0.810 -0.212 0.312
C 0.103 0.930 0.715
C -0.833 1.507 -0.323
C -1.610 0.423 -0.944
C -2.235 -0.669 -0.005
C -1.129 -1.768 0.468
H 2.565 1.851 -0.464
H 3.221 1.079 1.040
H 3.812 0.658 -0.590
H 0.841 1.678 1.157
H -0.435 0.649 1.623
H -0.265 2.073 -1.067
H -1.417 2.174 0.266
H -2.429 0.916 -1.525
H -1.108 -0.258 -1.645
H -3.032 -1.139 -0.499
H -2.673 -0.261 0.956
H -1.388 -2.647 -0.118
H -1.412 -2.196 1.579
```

Its energy above the lowest of the compared OMol25 structures with the same formula, charge and spin is 1.128 eV. The energy is -12976.055 eV. The SMILES is Cc1nnc2n1CCCCC2. The value obtained for the HOMO energy is -9.098 eV. For the HOMO-LUMO gap, the calculation gives 9.825 eV.


# 4
Below is one molecule with the formula C5H10N2O2 in a non-equilibrium geometry, with properties calculated with wB97M-V/def2-TZVPD.

The geometry in XYZ format:
```
19
Properties=species:S:1:pos:R:3
C -0.710 -0.580 2.105
C -0.214 0.198 0.740
C -1.245 1.025 -0.118
O -0.504 1.174 -1.386
C 0.900 1.061 -1.309
C 1.017 -0.418 -1.352
N 0.404 -0.834 -0.149
N 0.411 -2.132 0.100
O 1.020 -2.829 -0.740
H 0.124 -0.709 2.879
H -1.459 -1.542 1.939
H -1.493 0.073 2.561
H 0.603 1.027 0.976
H -1.299 1.983 0.245
H -2.299 0.665 -0.212
H 1.028 1.727 -2.209
H 1.204 1.619 -0.437
H 2.128 -0.864 -1.357
H 0.382 -0.648 -2.277
```

Its energy above the lowest of the compared OMol25 structures with the same formula, charge and spin is 6.359 eV. The energy is -12417.114 eV. The SMILES is C[C@@H]1COCCN1N=O. The value obtained for the HOMO energy is -9.041 eV. For the HOMO-LUMO gap, the calculation gives 9.799 eV.


# 5
Below is one molecule with the formula C4H4N2S in a non-equilibrium geometry, with properties calculated with wB97M-V/def2-TZVPD.

The geometry in XYZ format:
```
11
Properties=species:S:1:pos:R:3
C 1.550 1.814 -0.130
C 1.440 0.602 -0.015
C 1.276 -0.833 0.053
N 0.231 -1.577 0.022
N -1.037 -1.084 -0.170
C -1.535 0.105 0.156
S -3.150 0.466 -0.018
H 1.584 2.887 -0.140
H 2.177 -1.436 0.225
H -1.705 -1.798 -0.543
H -0.829 0.853 0.560
```

Its energy above the lowest of the compared OMol25 structures with the same formula, charge and spin is 3.639 eV. The energy is -18024.602 eV. The SMILES is C#C/C=N\NC=S. The value obtained for the HOMO energy is -8.635 eV. For the HOMO-LUMO gap, the calculation gives 8.099 eV.


# 6
Below is one molecule with the formula C7H8N2OS2 in a non-equilibrium geometry, with properties calculated with wB97M-V/def2-TZVPD.

The geometry in XYZ format:
```
20
Properties=species:S:1:pos:R:3
O -0.902 2.142 -1.207
C -0.878 0.685 -1.266
C -0.006 0.052 -0.158
N 0.808 -0.898 -0.290
C 1.091 -1.551 -1.523
C 2.546 -1.804 -1.828
S 1.685 -3.395 -1.632
C -0.463 0.451 1.128
N -1.384 1.318 1.397
C -1.576 1.450 2.662
C -0.736 0.617 3.479
S 0.318 -0.286 2.541
H -1.730 2.531 -0.900
H -1.823 0.172 -1.371
H -0.468 0.475 -2.210
H 0.517 -1.173 -2.456
H 2.803 -1.772 -2.870
H 3.411 -1.784 -1.139
H -2.252 2.249 3.030
H -0.961 0.521 4.613
```

Its energy above the lowest of the compared OMol25 structures with the same formula, charge and spin is 1.517 eV. The energy is -34084.060 eV. The SMILES is OC/C(=N\[C@H]1CS1)c1nccs1. The value obtained for the HOMO energy is -8.598 eV. For the HOMO-LUMO gap, the calculation gives 8.206 eV.